[1]
The following is a DFT calculation (ωB97M-V/def2-TZVPD) of one molecule with the formula C7H13N.

Geometry as XYZ:
```
21
Properties=species:S:1:pos:R:3:forces:R:3
C -1.2344 1.8949 -0.7817 -0.155 -0.159 -0.058
C -0.4654 0.9277 0.0787 -0.594 -0.588 0.240
C 0.4461 1.5992 1.0793 0.305 -0.282 -0.094
C -0.6740 -0.4176 0.0545 0.109 0.953 -0.415
C -1.9580 -1.0752 -0.3774 -0.157 0.031 -0.374
C 0.4171 -1.3205 0.3758 0.486 0.054 0.482
C 1.6483 -1.0572 -0.0986 -0.371 -0.013 -0.511
N 2.8036 -1.7713 0.1090 0.329 -0.417 0.078
H -0.5377 2.6388 -1.1892 -0.108 0.010 0.193
H -2.0088 2.4195 -0.2186 -0.042 0.177 -0.055
H -1.6913 1.4094 -1.6491 -0.046 0.026 0.210
H 0.7811 0.9135 1.8649 0.066 0.016 -0.336
H -0.1040 2.3945 1.5980 0.003 0.049 -0.268
H 1.3181 2.0445 0.5950 0.084 0.166 0.171
H -2.5704 -0.4536 -1.0347 0.068 0.049 0.120
H -1.7886 -2.0237 -0.8950 0.036 0.060 0.077
H -2.5621 -1.2844 0.5155 0.074 -0.027 -0.125
H 0.2088 -2.2168 0.9554 0.189 -0.087 -0.019
H 1.8160 -0.2410 -0.8043 -0.357 0.090 0.412
H 3.4959 -1.6643 -0.6272 -0.267 -0.348 0.411
H 2.6595 -2.7162 0.4498 0.347 0.239 -0.137
```
Positions in Å, forces in eV/Å.

Summary:
highest occupied orbital energy: -7.27 eV
SMILES string: CC(C)=C(C)/C=C/N
M: 111.188 g mol⁻¹
orbital gap: 8.3 eV
ΔE to the lowest compared entry with this formula, charge and spin: 26.5 kcal per mole
charge: 0
2S+1: 1

Results of the Mulliken charge analysis, in e, for atoms 1 through 5:
1 C -1.523
2 C 0.695
3 C -1.367
4 C 0.611
5 C -1.343

[2]
The following is a DFT calculation (ωB97M-V/def2-TZVPD) of one molecule with the formula C7H13N.

Geometry as XYZ:
```
21
Properties=species:S:1:pos:R:3:forces:R:3
C 1.0278 -1.7770 -0.9362 0.159 0.078 0.025
C 0.3250 -0.7849 -0.0425 1.609 0.575 0.452
C -0.4913 -1.4526 1.0423 -0.629 0.283 -0.253
C 0.7481 0.5361 0.0557 -0.273 -1.111 -0.980
C 2.0998 1.0668 -0.3304 0.271 -0.016 -0.250
C -0.3031 1.4474 0.3375 -1.215 -0.373 0.220
C -1.5061 1.0646 -0.2139 0.404 1.359 0.053
N -2.7362 1.5520 0.1607 -0.369 0.004 0.287
H 1.8311 -2.3023 -0.4085 -0.010 -0.111 -0.030
H 1.4588 -1.3060 -1.8233 -0.008 -0.015 0.107
H 0.3139 -2.5315 -1.2855 0.076 0.027 0.096
H -1.3861 -1.9301 0.6313 -0.047 -0.138 0.176
H 0.1019 -2.2339 1.5359 0.054 0.015 -0.242
H -0.7966 -0.7574 1.8284 -0.027 0.009 -0.233
H 2.5337 0.5584 -1.1957 -0.034 -0.134 0.120
H 2.0694 2.1281 -0.5916 -0.100 -0.087 0.117
H 2.7982 0.9469 0.5059 0.023 -0.013 -0.120
H -0.1868 2.3071 0.9915 -0.233 0.010 0.060
H -1.5416 0.5903 -1.1920 0.271 -0.548 0.491
H -3.5371 1.0480 -0.1995 0.199 0.292 0.139
H -2.8228 1.8301 1.1298 -0.122 -0.105 -0.236
```
Positions in Å, forces in eV/Å.

Summary:
highest occupied orbital energy: -7.17 eV
SMILES string: CC(C)=C(C)/C=C/N
M: 111.188 g mol⁻¹
orbital gap: 8.2 eV
ΔE to the lowest compared entry with this formula, charge and spin: 40.9 kcal per mole
charge: 0
2S+1: 1

Results of the Mulliken charge analysis, in e, for atoms 1 through 5:
1 C -1.640
2 C 0.560
3 C -1.291
4 C 0.790
5 C -1.255

[3]
The following is a DFT calculation (ωB97M-V/def2-TZVPD) of an isolated ion of composition C7H13N and charge +1.

Geometry as XYZ:
```
21
Properties=species:S:1:pos:R:3:forces:R:3
C -1.7332 0.8258 -1.5576 -2.152 -0.269 -0.089
C -1.4514 -0.2397 -0.5060 3.427 -0.523 -0.166
N 0.8333 -2.2267 -0.6333 -1.414 1.698 0.950
C 0.9162 -1.0310 0.0772 2.687 -0.875 -0.714
C 0.0017 -0.0065 0.0537 -3.505 0.231 -1.251
C 0.2229 1.3643 0.4894 0.901 -0.523 -0.013
C -0.1755 1.8104 1.6597 -0.720 1.028 1.336
C 2.1960 -0.8067 0.8234 0.436 -0.361 -0.030
H -2.6976 0.4617 -1.9330 -0.105 0.570 -0.232
H -1.8985 1.8232 -1.1602 0.111 -0.027 0.126
H -1.1248 0.8919 -2.4586 0.607 -0.350 0.430
H -2.1026 -0.3520 0.3498 -0.566 0.655 0.123
H -1.4581 -1.2294 -0.9782 -0.157 0.126 0.066
H 0.1960 -2.1227 -1.4188 -0.161 -0.550 0.217
H 0.5833 -3.0057 -0.0157 0.853 -0.290 -0.510
H 0.8052 1.9364 -0.2271 0.034 0.367 0.186
H -0.0716 2.8182 2.0557 0.521 0.106 -0.733
H -0.7093 1.2606 2.4244 -0.063 -0.774 -0.397
H 3.0382 -1.3268 0.3674 -0.396 -0.924 0.330
H 2.0353 -1.0439 1.8794 0.479 0.105 -0.008
H 2.5945 0.1985 0.7085 -0.816 0.580 0.379
```
Positions in Å, forces in eV/Å.

Summary:
highest occupied orbital energy (alpha / beta): -14.22 / -14.58 eV
M: 111.188 g mol⁻¹
orbital gap (alpha / beta): 10.7 / 7.2 eV
ΔE to the lowest compared entry with this formula, charge and spin: 31.2 kcal per mole
charge: +1
2S+1: 2
⟨S²⟩: 0.756

Results of the Mulliken charge analysis, in e, for atoms 1 through 5:
1 C -1.179
2 C -0.502
3 N -0.400
4 C 0.779
5 C -0.016

no.,calculated total energy (a.u.)
1,-329.22925
2,-329.20623
3,-328.91861